Density functional theory data (ωB97M-V/def2-TZVPD) for C25H53Cl2NNbO27S7Si as an isolated structure in a non-equilibrium geometry.

Each line ends with the Löwdin charge.
Atoms and positions in Å:
1 C 3.2864 1.9122 0.7035  -0.144
2 Si 2.0887 1.7079 -0.7285  0.389
3 C 0.3693 2.0886 -0.0850  -0.151
4 C 2.5027 2.9373 -2.0577  -0.152
5 O 2.1707 0.2051 -1.4072  -0.233
6 C 2.0315 -0.9489 -0.5432  -0.366
7 C 1.5372 -2.1568 -1.3069  -0.319
8 Nb 0.9640 -3.9225 0.0279  1.572
9 O 2.8111 -4.4419 0.2590  -0.433
10 Cl 0.9670 -5.3552 -1.9294  -0.014
11 C 0.0297 -5.5576 1.2927  -0.335
12 C 0.8259 -5.8019 2.5945  -0.348
13 C 0.1003 -5.2822 3.8368  -0.574
14 Cl 1.1401 -4.2596 4.8978  0.540
15 C -1.1511 -3.4011 -0.5044  -0.380
16 C -1.4914 -1.9529 -0.8937  -0.302
17 C -2.9067 -1.4835 -0.5048  -0.193
18 C -2.9598 -0.0474 -0.0163  -0.277
19 O -4.0843 0.1631 0.8434  -0.086
20 N 0.9449 -2.7272 1.7509  -0.060
21 C -0.0887 -2.4008 2.2563  -0.932
22 S -1.4498 -1.9786 2.9577  0.703
23 H 4.1874 2.4367 0.3782  0.024
24 H 3.5919 0.9681 1.1585  0.024
25 H 2.8274 2.5216 1.4846  0.031
26 H -0.4068 1.6085 -0.6839  0.023
27 H 0.2233 1.7985 0.9569  0.032
28 H 0.2033 3.1670 -0.1488  0.029
29 H 1.9121 2.7163 -2.9434  0.023
30 H 3.5690 2.8881 -2.2806  0.029
31 H 2.2703 3.9308 -1.6746  0.017
32 H 1.3457 -0.6898 0.2712  0.069
33 H 3.0103 -1.1528 -0.0992  0.102
34 H 0.7446 -1.8339 -1.9786  0.031
35 H 2.3506 -2.5277 -1.9434  0.031
36 H 3.3303 -4.6082 -0.5359  -0.008
37 H 0.0331 -6.4667 0.6874  0.008
38 H -1.0164 -5.3397 1.5221  0.032
39 H 0.9674 -6.8785 2.7164  0.096
40 H 1.8201 -5.3523 2.5638  0.057
41 H -0.2333 -6.0892 4.4822  0.062
42 H -0.7496 -4.6563 3.5836  0.013
43 H -1.4295 -4.0673 -1.3266  0.013
44 H -1.7849 -3.6935 0.3409  0.014
45 H -0.7657 -1.2480 -0.4745  0.065
46 H -1.3953 -1.8731 -1.9786  0.097
47 H -3.3070 -2.1097 0.2941  0.093
48 H -3.5607 -1.5876 -1.3751  0.108
49 H -2.0394 0.1906 0.5237  0.094
50 H -3.0259 0.6508 -0.8593  0.099
51 H -3.8217 0.7921 1.5220  0.056
52 C -6.3239 3.6440 1.7423  -0.156
53 C -6.8250 3.0035 3.0224  -0.150
54 O -5.6154 2.6399 3.7042  -0.186
55 S -4.4682 3.7029 3.4072  0.586
56 O -4.3906 4.6593 4.4549  -0.223
57 O -3.3124 2.9884 3.0016  -0.211
58 O -5.1772 4.4027 2.1660  -0.189
59 H -6.0110 2.8973 1.0154  0.103
60 H -7.0484 4.3164 1.2914  0.138
61 H -7.4072 2.1030 2.8512  0.137
62 H -7.3876 3.7023 3.6444  0.131
63 C 1.3136 -0.6025 5.1673  -0.167
64 C 0.4693 -0.7397 6.4133  -0.156
65 O 1.3832 -0.3911 7.4747  -0.194
66 S 2.3951 0.7287 6.9778  0.574
67 O 1.9521 2.0176 7.3843  -0.233
68 O 3.7119 0.3099 7.3114  -0.231
69 O 2.1219 0.5692 5.4280  -0.187
70 H 1.9712 -1.4592 5.0256  0.105
71 H 0.7225 -0.4370 4.2722  0.096
72 H 0.1116 -1.7527 6.5697  0.117
73 H -0.3656 -0.0378 6.4207  0.134
74 C 5.2076 0.7755 -4.3810  -0.141
75 C 5.0851 0.3111 -5.8211  -0.154
76 O 4.0552 1.1547 -6.3589  -0.190
77 S 4.1141 2.5996 -5.6858  0.584
78 O 4.8011 3.5154 -6.5264  -0.224
79 O 2.8206 2.8888 -5.1871  -0.221
80 O 5.0751 2.2040 -4.4848  -0.198
81 H 4.4061 0.3890 -3.7487  0.134
82 H 6.1744 0.5541 -3.9386  0.135
83 H 4.7639 -0.7218 -5.9164  0.135
84 H 6.0083 0.4728 -6.3802  0.130
85 C 2.8360 8.9555 -0.8092  -0.160
86 C 1.9935 8.0270 -1.6650  -0.158
87 O 2.9532 7.1063 -2.1990  -0.189
88 S 4.1008 6.8234 -1.1296  0.590
89 O 3.8068 5.6493 -0.3940  -0.214
90 O 5.3532 6.9974 -1.7714  -0.214
91 O 3.7845 8.0780 -0.1908  -0.189
92 H 3.3707 9.6895 -1.4144  0.132
93 H 2.2702 9.4553 -0.0281  0.134
94 H 1.5042 8.5290 -2.4946  0.133
95 H 1.2598 7.4784 -1.0720  0.135
96 C -4.2223 5.4625 -3.0105  -0.156
97 C -4.3123 4.2095 -3.8614  -0.155
98 O -3.8966 3.1714 -2.9667  -0.181
99 S -4.3623 3.4906 -1.4795  0.582
100 O -5.5880 2.8237 -1.2080  -0.222
101 O -3.2559 3.3702 -0.6071  -0.196
102 O -4.7017 5.0351 -1.7276  -0.192
103 H -3.1934 5.8101 -2.9079  0.134
104 H -4.8572 6.2702 -3.3637  0.133
105 H -3.6402 4.2145 -4.7143  0.137
106 H -5.3344 4.0128 -4.1893  0.133
107 C -0.4785 -8.5242 -1.4859  -0.176
108 C -0.8126 -9.7799 -2.2659  -0.157
109 O -0.3375 -10.8428 -1.4239  -0.195
110 S -0.5368 -10.4478 0.1089  0.577
111 O -1.7408 -11.0149 0.6090  -0.230
112 O 0.6880 -10.6910 0.7841  -0.223
113 O -0.7699 -8.9020 -0.1221  -0.199
114 H 0.5736 -8.2539 -1.5635  0.103
115 H -1.0867 -7.6642 -1.7477  0.120
116 H -0.2996 -9.8394 -3.2213  0.133
117 H -1.8877 -9.8985 -2.4110  0.131

## Properties
E = -7124.807910 Ha
total charge = -1
highest occupied orbital energy = -5.2557 eV
2S+1 = 1
gap between HOMO and LUMO = 6.573 eV